Molecular formula: C10H14ClNO
Method: DFT, the ωB97M-V functional and the def2-TZVPD basis

Computed properties:
**SMILES**: Cc1cccc(O[C@H](Cl)N(C)C)c1
**Orbital gap**: 9.176 eV
**Largest force on an atom**: 2.25 eV/Å
**Molecular weight**: 199.7 g/mol
**Total charge**: 0
**Spin multiplicity**: 1

Each line ends with the Mulliken charge.
Cartesian coordinates (Å):
C -1.668 -0.127 2.625  -0.955
N -0.446 -0.855 2.347  0.260
C -0.328 -2.222 2.836  -0.954
C 0.674 -0.192 1.836  -0.333
Cl 2.194 -0.447 2.797  -0.242
H -2.503 -0.839 2.734  0.298
H -1.581 0.449 3.546  0.326
H -1.888 0.554 1.817  0.348
H -1.348 -2.633 2.907  0.339
H 0.257 -2.840 2.166  0.289
H 0.132 -2.250 3.831  0.305
H 0.489 0.887 1.842  0.480
C 0.348 2.816 -2.768  -1.513
C 0.361 1.405 -2.260  0.945
C 0.179 0.386 -3.206  -0.704
C 0.157 -0.942 -2.827  -0.516
C 0.380 -1.285 -1.535  -0.637
C 0.531 -0.270 -0.582  0.829
O 1.042 -0.777 0.623  -0.345
C 0.561 1.111 -0.899  -0.657
H 0.764 3.566 -2.097  0.348
H 0.926 2.830 -3.694  0.373
H -0.660 3.140 -3.038  0.300
H 0.119 0.726 -4.223  0.399
H -0.003 -1.742 -3.549  0.353
H 0.537 -2.284 -1.119  0.392
H 0.773 1.836 -0.109  0.273



Molecular formula: C8H12ClNO2
Method: DFT, the ωB97M-V functional and the def2-TZVPD basis

Computed properties:
**SMILES**: CC1(C)C[C@H]1Cl.O=c1[nH]cco1
**Orbital gap**: 9.555 eV
**Largest force on an atom**: 6.03 eV/Å
**Molecular weight**: 189.6 g/mol
**Total charge**: 0
**Spin multiplicity**: 1

Each line ends with the Mulliken charge.
Cartesian coordinates (Å):
C -1.634 -3.315 1.296  -0.251
C -2.843 -3.042 0.827  -0.480
C -2.620 -2.225 2.921  0.518
C 0.227 2.065 -1.410  -1.111
C 1.611 0.488 -0.014  -1.844
C -0.932 0.615 0.614  -0.797
C -0.554 -0.468 -0.318  -0.287
C 0.155 0.911 -0.364  1.163
N -3.485 -2.376 1.870  -0.040
O -2.903 -1.646 3.940  -0.610
O -1.431 -2.759 2.536  -0.291
Cl -1.758 -0.499 -1.605  -0.266
H -0.698 -3.802 0.946  0.470
H 1.350 2.390 -1.531  0.330
H -0.391 2.937 -0.967  0.286
H -0.388 1.891 -2.367  0.251
H 2.212 0.377 -0.867  0.457
H 2.119 1.370 0.538  0.332
H 1.697 -0.388 0.591  0.430
H -3.382 -3.485 0.066  0.463
H -1.916 1.097 0.392  0.270
H -0.653 0.378 1.633  0.252
H -0.174 -1.373 -0.063  0.533
H -4.472 -2.086 1.828  0.221



Molecular formula: C5H15NO2
Method: DFT, the ωB97M-V functional and the def2-TZVPD basis

Computed properties:
**SMILES**: CCNC[C@@H](C)O.O
**Orbital gap**: 9.818 eV
**Largest force on an atom**: 5.34 eV/Å
**Molecular weight**: 121.2 g/mol
**Total charge**: 0
**Spin multiplicity**: 1

Each line ends with the Mulliken charge.
Cartesian coordinates (Å):
C 2.343 -0.320 0.528  -0.593
N 1.005 -0.955 0.484  -0.334
C -0.023 0.035 1.063  -0.840
C -1.352 -0.462 0.460  0.345
C -2.349 -0.855 1.561  -1.455
O -2.091 0.460 -0.251  -0.578
C 2.607 0.977 -0.457  -0.927
H 2.452 0.033 1.581  0.328
H 3.038 -1.005 0.140  0.397
H 1.080 -1.880 0.933  0.223
H 0.239 1.036 0.980  0.603
H -0.148 -0.135 2.130  0.383
H -1.250 -1.316 -0.194  0.251
H -2.687 -0.124 2.271  0.359
H -2.092 -1.930 1.983  0.302
H -3.334 -1.015 1.007  0.377
H -1.672 1.193 -0.749  0.346
H 3.274 1.588 0.097  0.355
H 3.022 0.620 -1.391  0.305
H 1.623 1.660 -0.691  0.195
H -0.512 0.386 -3.508  0.288
H 0.141 0.450 -2.093  0.300
O -0.105 0.899 -2.850  -0.632



Molecular formula: C2H4N2O
Method: DFT, the ωB97M-V functional and the def2-TZVPD basis

Computed properties:
**Orbital gap (alpha / beta)**: 9.073 / 9.072 eV
**Largest force on an atom**: 3.42 eV/Å
**Molecular weight**: 72.1 g/mol
**Total charge**: 0
**Spin multiplicity**: 1

Each line ends with the Mulliken charge.
Cartesian coordinates (Å):
C -0.199 -0.910 -0.046  -0.339
C 0.814 -0.055 0.202  0.180
N -1.354 -0.181 -0.095  -0.104
N -0.879 1.171 0.044  -0.599
O 2.061 0.187 -0.126  -0.415
H -0.175 -1.989 -0.147  0.396
H -2.148 -0.394 0.501  0.233
H -0.648 1.490 -0.899  0.242
H 2.529 0.680 0.566  0.407



Molecular formula: C34H26N4O2PRu
Method: DFT, the ωB97M-V functional and the def2-TZVPD basis

Computed properties:
**Orbital gap (alpha / beta)**: 7.680 / 7.757 eV
**Largest force on an atom**: 0.40 eV/Å
**Molecular weight**: 654.7 g/mol
**Total charge**: +2
**Spin multiplicity**: 2

Each line ends with the Mulliken spin population.
Cartesian coordinates (Å):
Ru 0.539 -1.493 -0.530  -0.008
O 1.076 -0.536 7.054  0.007
C 0.001 -0.970 7.029  -0.008
O -1.075 -1.400 6.983  0.006
C 0.425 -1.734 4.086  0.770
C 1.608 -1.336 3.531  0.063
C 1.609 -1.280 2.139  0.014
N 0.499 -1.595 1.457  -0.015
C -0.630 -2.023 2.039  0.018
C -0.715 -2.099 3.425  0.063
C -1.689 -2.422 1.077  0.013
C -2.914 -2.925 1.473  0.004
C -3.841 -3.303 0.513  -0.001
C -3.512 -3.168 -0.824  0.001
C -2.271 -2.652 -1.151  0.000
N -1.372 -2.284 -0.235  0.001
C 2.763 -0.908 1.283  0.011
C 3.991 -0.546 1.803  0.006
C 5.024 -0.204 0.942  -0.002
C 4.794 -0.230 -0.421  0.002
C 3.539 -0.601 -0.871  -0.002
N 2.542 -0.938 -0.054  0.001
H 2.473 -1.086 4.130  0.027
H -1.605 -2.428 3.944  0.028
H -3.148 -3.026 2.523  -0.002
H -4.803 -3.699 0.809  0.000
H -4.200 -3.452 -1.608  0.000
H -1.990 -2.503 -2.186  0.000
H 4.150 -0.528 2.872  -0.002
H 5.991 0.080 1.336  0.000
H 5.566 0.030 -1.131  0.000
H 3.323 -0.619 -1.931  0.001
N 0.562 -1.483 -2.719  0.002
C -0.403 -0.547 -3.301  -0.001
C -0.852 -0.698 -4.602  0.001
C -1.766 0.216 -5.112  0.000
C -2.217 1.270 -4.329  0.000
C -1.759 1.417 -3.028  -0.001
C -0.850 0.502 -2.506  -0.001
P -0.168 0.582 -0.827  0.006
C 1.177 1.782 -0.870  0.001
C 1.865 2.064 0.313  0.002
C 2.967 2.900 0.297  0.000
C 3.402 3.452 -0.904  0.000
C 2.728 3.171 -2.082  0.000
C 1.616 2.337 -2.068  0.000
C -1.498 1.287 0.180  -0.001
C -2.729 0.629 0.247  0.001
C -3.771 1.164 0.985  -0.001
C -3.600 2.363 1.665  0.000
C -2.390 3.035 1.589  0.000
C -1.343 2.504 0.846  -0.001
H 0.363 -2.419 -3.069  0.000
H 1.482 -1.262 -3.092  0.000
H -0.495 -1.515 -5.218  0.000
H -2.124 0.104 -6.126  0.000
H -2.931 1.976 -4.733  0.000
H -2.117 2.233 -2.411  0.000
H 1.526 1.641 1.254  -0.001
H 3.484 3.132 1.220  0.000
H 4.262 4.109 -0.917  0.000
H 3.057 3.611 -3.014  0.000
H 1.086 2.140 -2.992  0.000
H -2.895 -0.286 -0.310  0.000
H -4.724 0.652 1.020  0.000
H -4.417 2.782 2.238  0.000
H -2.260 3.981 2.095  0.000
H -0.417 3.054 0.775  0.000



Molecular formula: C36H92As4F24N5O5
Method: DFT, the ωB97M-V functional and the def2-TZVPD basis

Computed properties:
**Orbital gap**: 9.089 eV
**Largest force on an atom**: 2.70 eV/Å
**Molecular weight**: 1430.8 g/mol
**Total charge**: +1
**Spin multiplicity**: 1

Each line ends with the Mulliken charge.
Cartesian coordinates (Å):
C -11.137 0.506 -0.458  -1.436
C -11.365 -0.691 -1.406  -0.216
N -10.561 -1.972 -1.219  -0.034
C -10.604 -2.479 0.258  -0.928
C -11.278 -2.993 -2.168  -0.366
C -10.939 -2.765 -3.643  -1.186
C -9.126 -1.675 -1.602  -0.692
C -8.122 -2.848 -1.496  -0.954
O -8.620 -3.971 -2.197  -0.223
C -7.801 -5.171 -1.986  -0.792
H -11.648 0.440 0.503  0.389
H -11.515 1.454 -0.841  0.403
H -10.142 0.868 -0.200  0.357
H -11.232 -0.337 -2.428  0.305
H -12.399 -0.922 -1.149  0.333
H -11.642 -2.647 0.544  0.399
H -10.210 -1.681 0.888  0.403
H -10.118 -3.441 0.420  0.326
H -12.329 -2.819 -1.937  0.510
H -10.844 -3.922 -1.797  0.507
H -11.113 -1.719 -3.893  0.328
H -11.598 -3.323 -4.309  0.412
H -9.992 -3.224 -3.927  0.285
H -8.778 -0.856 -0.972  0.459
H -9.038 -1.257 -2.605  0.461
H -7.692 -3.093 -0.525  0.570
H -7.163 -2.530 -1.904  0.506
H -6.769 -4.870 -2.168  0.312
H -8.103 -6.005 -2.619  0.242
H -7.896 -5.429 -0.932  0.324
C 14.906 -1.185 4.394  -1.271
C 13.643 -0.288 4.591  -0.501
N 12.977 0.370 3.390  0.151
C 11.716 1.054 3.991  -0.925
C 13.990 1.481 2.871  -0.306
C 13.455 2.142 1.663  -1.267
C 12.598 -0.672 2.242  -0.688
C 11.847 -1.972 2.741  -0.889
O 10.614 -1.622 3.421  -0.246
C 9.536 -2.542 3.335  -0.802
H 14.732 -1.886 3.578  0.282
H 15.094 -1.871 5.220  0.392
H 15.876 -0.708 4.252  0.360
H 13.897 0.570 5.214  0.523
H 12.876 -0.887 5.081  0.479
H 11.080 1.346 3.156  0.402
H 12.032 1.978 4.475  0.370
H 11.116 0.409 4.633  0.387
H 14.952 1.070 2.567  0.299
H 14.209 2.225 3.638  0.397
H 14.219 2.834 1.306  0.441
H 12.520 2.689 1.785  0.329
H 13.370 1.450 0.826  0.333
H 13.581 -0.933 1.850  0.494
H 11.941 -0.242 1.486  0.493
H 12.397 -2.540 3.492  0.354
H 11.746 -2.575 1.839  0.500
H 9.902 -3.458 3.798  0.328
H 9.384 -2.821 2.292  0.325
H 8.587 -2.215 3.761  0.254
C 2.835 6.561 8.816  -1.244
C 3.557 5.461 9.679  -0.338
N 3.961 5.948 11.070  -0.226
C 4.328 4.743 11.967  -1.002
C 5.178 7.012 10.979  -0.263
C 6.520 6.380 10.497  -1.216
C 2.807 6.683 11.840  -0.686
C 1.384 6.077 11.898  -0.645
O 1.349 4.698 12.350  -0.352
C 0.072 4.175 12.013  -0.796
H 3.288 7.553 8.843  0.282
H 1.746 6.537 8.854  0.355
H 2.934 6.256 7.775  0.419
H 4.519 5.137 9.283  0.575
H 2.877 4.614 9.779  0.367
H 4.628 5.109 12.949  0.322
H 5.166 4.242 11.481  0.429
H 3.446 4.106 11.916  0.459
H 5.354 7.323 12.008  0.388
H 4.936 7.864 10.344  0.365
H 7.371 7.048 10.623  0.412
H 6.487 6.311 9.410  0.378
H 6.807 5.427 10.942  0.271
H 2.802 7.592 11.239  0.471
H 3.241 7.018 12.782  0.571
H 0.950 6.062 10.898  0.312
H 0.771 6.740 12.507  0.423
H 0.002 3.105 12.208  0.302
H 0.067 4.242 10.925  0.350
H -0.764 4.815 12.298  0.319
C -4.707 -2.635 -10.186  -1.313
C -5.993 -2.989 -10.988  -0.580
N -5.925 -2.681 -12.513  0.178
C -5.929 -1.115 -12.591  -0.933
C -4.658 -3.293 -13.114  -0.628
C -4.433 -4.786 -12.932  -1.148
C -7.169 -3.212 -13.325  -0.615
C -8.536 -3.077 -12.652  -0.688
O -8.964 -1.764 -12.538  -0.307
C -10.215 -1.697 -11.852  -0.826
H -4.792 -3.109 -9.209  0.388
H -4.432 -1.580 -10.218  0.349
H -3.797 -3.080 -10.590  0.331
H -6.881 -2.438 -10.678  0.498
H -6.241 -4.045 -10.877  0.542
H -6.774 -0.706 -12.038  0.353
H -5.898 -0.806 -13.636  0.384
H -4.989 -0.742 -12.184  0.449
H -3.847 -2.708 -12.680  0.480
H -4.732 -2.944 -14.143  0.498
H -4.306 -5.088 -11.893  0.295
H -3.531 -5.205 -13.378  0.424
H -5.221 -5.389 -13.384  0.310
H -7.001 -4.259 -13.577  0.342
H -7.251 -2.720 -14.294  0.369
H -8.487 -3.513 -11.654  0.365
H -9.324 -3.637 -13.156  0.521
H -10.152 -2.009 -10.809  0.347
H -11.043 -2.174 -12.375  0.323
H -10.523 -0.660 -11.719  0.293
C 2.385 -0.056 0.938  -1.337
C 2.025 -0.410 -0.565  0.066
C 1.575 -1.834 -0.890  -0.711
O 1.172 -1.942 -2.282  -0.350
C 1.143 -3.299 -2.606  -0.719
N 0.861 0.497 -0.997  -0.270
H 0.427 0.258 -1.877  0.338
H 0.154 0.263 -0.315  0.369
H 1.056 1.487 -0.969  0.350
H 3.313 -0.584 1.154  0.346
H 1.623 -0.453 1.609  0.399
H 2.576 0.972 1.246  0.431
H 2.865 -0.196 -1.225  0.307
H 0.783 -2.083 -0.184  0.424
H 2.394 -2.507 -0.637  0.452
H 2.041 -3.839 -2.306  0.309
H 0.986 -3.525 -3.661  0.266
H 0.324 -3.710 -2.016  0.330
As 1.796 -10.575 1.192  1.980
F 3.122 -10.696 -0.053  -0.500
F 1.550 -12.358 1.097  -0.486
F 0.419 -10.435 2.365  -0.492
F 2.068 -8.767 1.314  -0.518
F 0.664 -10.237 -0.206  -0.507
F 2.973 -10.893 2.495  -0.477
As 6.319 6.888 -0.267  1.974
F 8.083 7.326 -0.347  -0.498
F 5.918 8.462 0.458  -0.465
F 4.538 6.366 -0.250  -0.522
F 6.791 5.170 -0.764  -0.520
F 6.480 6.388 1.501  -0.520
F 6.022 7.415 -1.920  -0.449
As -5.313 3.974 -5.933  1.969
F -3.823 3.792 -6.884  -0.488
F -5.919 2.646 -6.914  -0.487
F -6.829 4.158 -4.968  -0.502
F -4.554 5.373 -5.076  -0.492
F -6.028 5.208 -7.030  -0.491
F -4.652 2.818 -4.717  -0.510
As -4.211 0.870 5.223  1.975
F -3.509 0.644 3.574  -0.505
F -5.107 -0.671 4.923  -0.487
F -4.932 1.116 6.903  -0.501
F -3.173 2.391 5.402  -0.515
F -5.519 1.878 4.431  -0.495
F -2.759 0.100 5.932  -0.472